Entry from OMol25: a cluster of 6 separate species, C14H40O10 in total (ωB97M-V with the def2-TZVPD basis set).

The structure (SMILES) is CC(C)O.CC(C)O.OCCO.OCCO.OCCO.OCCO. Its LUMO energy is 0.30 eV. The calculation puts the HOMO-LUMO gap at 10.089 eV. The total energy comes out at -1309.499356 a.u. The value obtained for the largest force on an atom is 11.44 eV Å⁻¹.

Each line ends with the Löwdin charge.
CARTESIAN COORDINATES (ANGSTROEM)
H (2.405, 2.256, -0.822)  0.131
O (-4.006, 0.732, 1.946)  -0.092
C (3.379, -2.051, -1.011)  -0.185
H (-0.572, 2.384, 0.492)  0.100
H (4.245, -1.811, -2.748)  0.073
C (1.262, 0.216, 3.519)  -0.033
H (3.815, -4.186, -1.340)  0.120
H (1.991, -5.124, -0.851)  0.181
H (1.884, 2.524, 4.795)  0.015
H (-2.382, -1.323, -1.963)  0.045
C (-0.381, -1.717, 0.042)  -0.267
O (0.670, 3.107, -2.636)  0.034
H (-4.432, 0.453, 2.775)  0.116
H (-0.792, -2.418, -0.644)  0.107
C (2.590, 0.793, 3.816)  -0.509
H (2.880, -3.478, -2.547)  0.115
H (2.982, 0.826, 2.867)  0.105
C (2.553, 2.281, 4.138)  -0.024
H (-2.905, 0.302, 0.481)  0.106
O (0.570, -2.325, 0.842)  -0.022
H (-2.878, -3.007, -4.963)  0.105
H (2.431, -1.549, -1.439)  0.116
H (-5.422, 2.184, 2.095)  0.116
H (1.383, 0.773, -0.228)  0.018
H (1.202, -2.773, 0.327)  -0.001
H (1.828, 0.780, -1.678)  0.031
C (-1.458, -1.817, -3.611)  -0.212
O (-2.133, -0.118, -0.034)  -0.068
H (-1.562, -0.840, -4.121)  0.116
O (1.951, -4.088, -0.693)  -0.097
C (-3.445, 3.047, 1.858)  -0.222
C (0.370, 2.214, -1.508)  -0.411
H (-3.168, 3.025, 2.983)  0.157
H (4.170, 0.159, 4.796)  0.070
H (-1.027, -3.536, -6.414)  0.051
H (0.522, 0.561, 2.902)  0.038
H (-1.166, 3.635, -0.776)  0.069
H (1.304, -0.765, 3.018)  0.098
H (-0.031, -0.989, -0.625)  0.073
C (2.962, -3.490, -1.453)  -0.281
H (3.529, 2.634, 4.522)  0.102
H (3.337, -1.882, 0.040)  0.112
O (-4.086, 4.280, 1.621)  -0.064
C (-1.822, -2.975, -4.737)  -0.225
H (-1.937, -1.469, 1.639)  0.157
O (-2.558, -1.814, -2.764)  -0.078
O (-0.982, -2.839, -5.817)  -0.060
C (1.585, 1.452, -0.939)  -0.048
O (3.248, 0.132, 4.821)  0.025
H (-0.705, -0.168, 1.324)  0.101
H (0.420, 3.870, -0.204)  0.061
H (-0.456, -1.905, -3.196)  0.100
H (-3.876, 4.974, 2.181)  0.048
H (0.825, 2.631, -3.297)  -0.051
H (0.806, 0.195, 4.380)  0.035
H (-1.551, -4.006, -4.401)  0.117
H (2.274, 2.778, 3.270)  0.062
C (-4.513, 1.998, 1.531)  -0.224
O (4.469, -1.535, -1.855)  -0.064
H (-0.323, 1.355, -1.753)  0.133
C (-1.414, -0.865, 0.802)  -0.300
H (-2.632, 3.085, 1.135)  0.087
C (-0.298, 3.102, -0.392)  -0.049
H (-4.901, 2.119, 0.487)  0.142

---

Entry from OMol25: a structure of composition C14H42F6InN3O19S6 (ωB97M-V with the def2-TZVPD basis set).

Its total charge is +1. Its LUMO energy (spin up / spin down) is -9.26 / -9.29 eV. The calculation puts the HOMO-LUMO gap (spin up / spin down) at 2.161 / 2.124 eV. The total energy comes out at -5329.935122 a.u. The value obtained for the largest force on an atom is 10.81 eV Å⁻¹. As for the spin multiplicity: 2.

Each line ends with the Löwdin charge.
CARTESIAN COORDINATES (ANGSTROEM)
H (-2.607, -1.191, 3.127)  -0.045
H (2.802, -1.712, 1.918)  0.048
H (-1.181, 3.708, -4.124)  0.079
O (-0.451, -3.735, -4.679)  -0.196
H (4.401, -0.647, 0.035)  0.046
H (-1.721, -0.303, -1.282)  0.051
O (-1.439, -3.939, -2.416)  -0.375
H (5.083, 1.319, -1.436)  0.062
H (5.329, 2.022, 0.837)  0.107
H (6.766, 0.011, -0.281)  0.087
H (4.738, 3.604, 0.453)  0.109
H (-4.038, -0.316, -3.887)  0.105
H (0.754, 4.949, -3.162)  0.116
H (4.895, -2.404, -0.024)  0.071
S (1.011, -0.543, -1.676)  0.471
S (-4.591, -0.023, 1.695)  0.433
O (0.369, -2.293, 2.500)  -0.194
S (-1.804, -6.058, -4.840)  0.483
H (3.608, -3.070, 2.415)  0.077
H (8.290, -1.748, -0.101)  0.091
H (-1.798, 4.494, -2.732)  0.066
O (-2.595, -0.691, -1.372)  0.070
H (-2.084, -0.994, 5.574)  0.122
O (6.545, 3.123, -0.296)  -0.055
H (1.178, 3.380, -2.796)  0.110
C (-2.120, 4.691, 1.646)  0.031
H (-0.464, 1.269, 5.509)  0.076
C (0.372, 4.089, -2.611)  -0.277
O (1.626, 0.391, 0.965)  -0.220
C (-3.154, 0.188, -3.496)  0.076
H (0.306, -0.219, 4.883)  0.070
O (-5.938, -0.825, 4.116)  -0.236
O (0.836, 0.592, -2.595)  -0.253
O (2.345, -1.043, -1.403)  -0.230
N (-3.886, -1.237, 2.232)  -0.304
H (-1.453, 2.801, -2.656)  0.034
C (1.391, -3.288, 2.451)  -0.269
F (0.385, -1.814, -2.489)  -0.230
C (-0.545, 0.456, 4.787)  -0.051
H (-2.876, 5.470, 1.740)  0.110
H (1.425, -3.679, 1.435)  0.112
N (-0.064, -0.775, -0.640)  -0.334
F (-4.616, -2.869, 3.976)  -0.184
H (-2.297, -0.427, -3.770)  0.106
O (0.495, 4.480, -1.246)  -0.080
F (-2.368, -7.547, -4.870)  -0.154
F (-0.677, 0.374, 1.483)  -0.216
O (-1.241, -6.015, -6.192)  -0.092
C (-2.571, 3.820, 0.511)  -0.164
H (-1.198, 5.203, 1.371)  0.121
C (-1.069, 3.745, -3.041)  -0.072
C (6.470, -0.989, 0.034)  -0.334
O (-1.777, -1.059, 3.591)  -0.158
H (-3.349, 1.207, -1.437)  0.132
H (-2.649, 0.406, 4.550)  0.112
C (2.697, -2.517, 2.645)  -0.086
H (-3.155, 1.242, -3.773)  0.104
H (7.189, 2.487, 0.025)  0.083
H (2.790, -2.008, 3.604)  0.082
O (-0.081, 1.804, -0.256)  -0.269
N (-0.990, -6.269, -3.569)  -0.058
H (4.805, -1.477, -1.496)  0.068
C (5.266, 2.750, 0.029)  -0.373
H (-2.385, 4.239, -0.478)  0.130
O (-5.524, -0.224, 0.582)  -0.266
H (-0.445, 0.900, 3.797)  0.053
C (-1.871, -0.335, 4.732)  -0.312
H (0.053, -2.082, 3.382)  0.064
H (-4.440, -0.093, -1.799)  0.137
C (-3.417, 0.251, -1.956)  -0.185
O (-3.083, -5.358, -4.701)  -0.105
O (-4.000, 3.723, 0.583)  0.256
H (-4.344, 3.116, 1.243)  0.124
S (-0.702, -4.564, -3.533)  0.559
C (4.487, 2.187, -1.155)  -0.060
S (-5.347, -1.704, 3.078)  0.658
H (6.423, -0.935, 1.122)  0.108
H (1.424, -3.954, 3.313)  0.121
O (-4.789, 1.145, 2.549)  -0.281
O (7.422, -1.836, -0.501)  -0.059
H (4.456, 2.955, -1.929)  0.083
H (-1.935, 4.027, 2.491)  0.112
C (5.032, -1.403, -0.432)  -0.081
F (-3.314, 0.607, 0.903)  -0.242
F (0.727, -4.699, -2.925)  -0.123
H (-2.054, 2.887, 0.737)  0.123
H (0.447, 3.665, -0.742)  0.026
S (0.375, 0.551, 0.225)  0.552
H (3.537, 1.873, -0.722)  0.059
O (-6.215, -2.410, 2.155)  -0.247
In (-1.839, -2.882, 0.489)  1.183

---

Entry from OMol25: a cluster of 7 separate species, C14H42O7S7 in total (ωB97M-V with the def2-TZVPD basis set).

Its LUMO energy is -0.10 eV. The calculation puts the HOMO-LUMO gap at 8.124 eV. The total energy comes out at -3872.029243 a.u. The value obtained for the largest force on an atom is 16.57 eV Å⁻¹.

Each line ends with the Löwdin charge.
CARTESIAN COORDINATES (ANGSTROEM)
H (6.324, -4.471, -0.514)  0.084
H (-2.833, -1.834, 4.394)  0.064
H (2.545, -4.725, -1.505)  0.132
C (1.564, 0.219, -2.840)  -0.244
H (2.573, -1.440, 1.601)  0.051
H (3.301, -3.998, 0.109)  0.062
H (0.667, -1.200, 4.878)  0.043
C (5.935, -3.386, -0.446)  -0.274
H (5.508, -3.265, 0.594)  0.077
C (1.655, -0.906, 1.499)  -0.156
H (-2.904, -1.122, -3.168)  -0.006
C (-0.445, -1.262, -0.105)  -0.272
O (-1.424, -0.929, 6.871)  -0.585
H (0.709, -1.795, -5.815)  0.081
H (-0.365, -0.254, -0.413)  0.012
H (0.411, 2.685, 1.699)  -0.131
O (3.963, -1.865, -1.359)  -0.592
H (-1.080, -2.529, 4.498)  0.071
C (-2.748, -0.213, -3.175)  -0.187
H (-4.542, 2.697, 2.770)  0.064
H (0.561, 0.497, 4.133)  0.038
H (1.257, -0.197, -5.735)  0.014
H (-4.900, 0.520, -4.714)  0.029
C (-2.679, 2.507, 0.705)  -0.312
H (1.761, -0.071, -1.900)  -0.044
C (0.726, -0.858, -5.156)  -0.234
H (-2.608, -0.071, -4.168)  0.036
H (-1.938, -0.164, -2.724)  -0.047
O (-1.535, 1.039, 2.610)  -0.556
S (1.603, 4.491, 1.342)  0.813
H (-6.360, 0.917, -3.791)  0.091
H (0.869, 0.410, 5.670)  0.028
S (-2.869, 1.393, 2.014)  0.792
C (-3.524, 2.479, 3.125)  -0.309
H (2.453, 5.997, -0.377)  0.040
H (1.529, -0.044, 1.194)  -0.063
O (0.649, -2.204, -2.908)  -0.540
S (1.165, -1.982, 0.099)  0.856
O (2.971, 4.048, 1.812)  -0.537
H (1.494, 2.172, 0.345)  0.149
C (-1.766, -1.710, 4.446)  -0.254
C (3.566, -4.484, -0.897)  -0.317
C (0.379, -0.178, 4.959)  -0.230
O (-4.643, 0.162, -1.272)  -0.575
H (-1.592, -1.326, 3.550)  -0.048
H (0.949, -1.141, 2.191)  0.011
S (4.568, -3.257, -1.588)  0.790
S (1.601, -1.409, -3.638)  0.822
C (0.832, 2.978, 0.998)  -0.272
H (2.412, 4.466, -0.879)  0.069
H (-0.231, -0.500, -4.885)  0.016
H (-3.573, 2.768, 0.181)  0.045
H (0.623, 0.741, -2.853)  0.042
S (-1.373, -0.307, 5.467)  0.846
O (0.818, -3.367, 0.745)  -0.555
H (-2.113, 3.417, 0.930)  0.042
H (-0.082, 3.127, 0.293)  0.067
H (3.951, -5.437, -0.754)  0.022
H (-2.793, 3.520, 3.144)  0.152
H (6.824, -2.855, -0.593)  0.024
H (-1.153, -1.161, 0.755)  0.082
H (-0.746, -1.640, -1.078)  0.025
H (2.151, 1.093, -3.198)  0.084
H (-3.547, 2.178, 4.133)  0.029
C (-5.364, 0.346, -3.772)  -0.257
C (1.733, 5.187, -0.292)  -0.307
S (-4.114, 0.820, -2.544)  0.873
H (-1.852, 2.035, -0.068)  0.106
H (0.836, 5.257, -1.037)  0.093
H (-5.714, -0.629, -3.600)  0.037